# 1
Here is a molecular structure, C8H32BrN16O8Y at a distorted geometry from the OMol25 dataset. Energies are from ωB97M-V/def2-TZVPD.

Geometry as ORCA input:
```
! wB97M-V def2-TZVPD RIJCOSX def2/J DEFGRID3
* xyz 2 1
Y -0.04 -1.16 -0.88
Br 0.23 -4.73 -2.96
O -3.62 -2.15 0.61
O 0.20 0.23 3.12
O 2.43 2.55 -0.62
O -2.28 2.38 -0.29
O -2.78 -0.24 -3.89
O 0.13 -4.21 2.40
O 1.99 0.03 -4.42
O 3.88 -1.68 0.44
N 2.76 -0.29 -6.49
N 1.54 -5.51 3.62
N -4.81 -3.43 1.96
N 0.73 0.00 5.21
N 2.52 4.61 0.10
N -0.25 -4.87 4.50
N -5.82 -1.85 0.81
N -3.35 3.61 1.22
N -2.67 4.51 -0.68
N -3.37 1.49 -5.12
N 2.79 1.73 -5.61
N 4.92 -2.14 2.29
N 6.01 -0.85 0.89
N -0.42 1.74 4.66
N 4.25 3.74 -0.93
N -4.77 -0.09 -4.74
C 2.53 0.44 -5.45
C -4.66 -2.45 1.14
C 3.02 3.59 -0.54
C 0.17 0.67 4.21
C -2.74 3.46 0.09
C -3.60 0.36 -4.54
C 4.93 -1.57 1.14
C 0.45 -4.83 3.41
H 1.54 -5.94 4.53
H -0.72 2.40 3.96
H -4.02 -4.05 2.11
H 3.37 0.12 -7.18
H 2.38 -1.23 -6.49
H 6.72 -0.87 1.61
H 1.99 -5.88 2.79
H 4.68 4.64 -0.78
H -1.15 -4.41 4.55
H 1.55 4.49 0.37
H -2.97 5.42 -0.37
H -4.05 1.86 -5.77
H -5.90 -1.18 0.05
H 6.13 -0.45 -0.03
H 0.26 -5.17 5.31
H 3.13 5.31 0.49
H 0.47 0.34 6.12
H 2.72 2.26 -4.75
H -4.97 -0.96 -4.27
H 3.00 1.96 -6.57
H 1.28 -0.82 5.01
H 5.65 -1.86 2.92
H 4.05 -2.62 2.47
H -2.24 4.46 -1.59
H 4.78 3.04 -1.42
H -3.60 2.79 1.76
H -0.23 2.02 5.61
H -6.63 -2.08 1.36
H -5.41 0.38 -5.36
H -5.58 -3.38 2.61
H -4.02 4.36 1.27
H -2.50 1.98 -4.99
*
```


# 2
Here is 2 unconnected molecules or ions with the total composition C32H30BrF5N2O3 at a distorted geometry from the OMol25 dataset. Energies are from ωB97M-V/def2-TZVPD.

Geometry as ORCA input:
```
! wB97M-V def2-TZVPD RIJCOSX def2/J DEFGRID3
* xyz 0 1
Br 3.98 0.11 3.21
F -9.31 5.69 9.44
F -7.69 1.42 10.71
F -5.34 3.99 7.49
F -9.59 3.37 10.89
F -7.16 6.01 7.77
O -2.85 0.97 4.05
O -4.32 -0.54 3.25
O -8.12 0.79 7.38
N -4.81 -0.33 7.48
N -6.90 -1.14 7.73
C -5.67 0.84 7.64
C 1.19 -1.69 6.79
C -7.30 4.88 8.48
C -8.05 -2.01 7.83
C -7.55 2.56 9.98
C -5.24 0.50 3.62
C 1.77 -4.03 6.94
C -0.55 -3.35 7.08
C 2.15 -2.69 6.79
C -8.39 4.71 9.34
C -2.53 -1.16 7.26
C -5.46 1.58 8.96
C -0.67 -0.75 3.05
C -2.03 -1.06 3.07
C -0.15 0.56 3.29
C 2.13 -0.23 3.11
C -6.65 0.04 3.37
C -8.53 3.54 10.08
C -6.37 3.85 8.37
C -7.06 0.20 7.58
C -3.03 -0.12 3.49
C -5.51 -1.61 7.67
C -0.19 -1.99 6.95
C 1.66 -1.53 2.85
C 0.30 -1.79 2.80
C -5.15 -2.30 8.99
C -6.46 2.68 9.12
C -3.48 -0.16 7.28
C -5.31 -2.54 6.47
C -1.18 -0.95 6.97
C 0.42 -4.36 7.08
C 1.21 0.82 3.29
H 2.38 -2.33 2.68
H -0.08 -2.79 2.58
H -5.54 1.54 6.80
H -7.32 0.83 3.69
H 3.21 -2.43 6.67
H -4.27 -2.84 6.38
H -5.04 1.42 3.05
H -0.86 0.08 6.80
H -8.93 -1.39 7.99
H -5.73 -3.22 9.10
H -7.93 -2.71 8.66
H 1.57 1.84 3.46
H -6.82 -0.14 2.30
H -3.20 0.88 7.11
H -4.44 1.98 8.97
H 0.10 -5.39 7.20
H -5.38 -1.63 9.83
H -5.94 -3.43 6.59
H 2.52 -4.82 6.95
H -0.85 1.36 3.50
H -5.59 -2.01 5.55
H -8.19 -2.59 6.90
H -4.08 -2.55 9.03
H -2.86 -2.16 7.53
H -5.11 0.75 4.69
H -1.60 -3.62 7.19
H -6.89 -0.87 3.93
H -2.38 -2.02 2.73
H -5.58 0.86 9.78
H 1.48 -0.64 6.68
*
```


no.,HOMO energy (eV)
1,-13.74
2,-5.44